1.
The following is a DFT calculation (ωB97M-V/def2-TZVPD) of a cluster of 2 separate species, C5H11NO in total.

Summary:
E, eV: -8898.926
Highest occupied orbital energy, eV: -7.87
LUMO, eV: 0.891
Gap between HOMO and LUMO, eV: 8.76
Strongest force on any atom, eV/Å: 1.99

Cartesian coordinates (Å):
C1 0.980 -1.670 -1.659
C2 0.813 -0.366 -1.362
N1 -0.415 0.211 -1.212
C3 -0.611 1.491 -0.514
C4 0.875 1.354 1.467
C5 -0.373 1.381 0.988
H1 0.151 -2.361 -1.561
H2 1.884 -2.055 -2.105
H3 1.660 0.302 -1.265
H4 -1.251 -0.341 -1.172
H5 -1.697 1.592 -0.598
H6 -0.006 2.268 -0.980
H7 0.991 0.969 2.479
H8 1.717 1.925 1.105
H9 -1.220 1.091 1.595
H10 -0.599 -1.667 1.126
H11 -1.409 -2.425 2.148
O1 -1.489 -1.700 1.519

2.
The following is a DFT calculation (ωB97M-V/def2-TZVPD) of a cluster of 2 separate species, C5H11NO in total.

Summary:
Multiplicity: 2
E, eV: -8891.298
Highest occupied orbital energy (alpha / beta), eV: -14.67 / -14.67
LUMO (alpha / beta), eV: -4.541 / -7.611
Gap between HOMO and LUMO (alpha / beta), eV: 10.13 / 7.06
Strongest force on any atom, eV/Å: 1.25
Total charge: +1

Cartesian coordinates (Å):
C1 -0.335 -1.482 -0.960
C2 -1.333 -0.589 -0.187
C3 -0.701 0.478 0.643
C4 -1.231 0.907 1.851
C5 0.647 2.036 -0.602
N1 0.355 1.088 0.148
H1 -0.846 -2.102 -1.684
H2 0.403 -0.862 -1.471
H3 0.157 -2.165 -0.271
H4 -1.994 -1.206 0.421
H5 -1.967 -0.102 -0.939
H6 -2.154 0.497 2.232
H7 -0.788 1.629 2.521
H8 1.685 2.163 -0.883
H9 -0.040 2.789 -0.990
H10 1.965 -1.136 -0.200
H11 3.261 -0.678 0.524
O1 2.914 -1.265 -0.151

3.
The following is a DFT calculation (ωB97M-V/def2-TZVPD) of a structure of composition C35H57Cl2N5O2PSTi.

Summary:
E, eV: -117029.480
Highest occupied orbital energy (alpha / beta), eV: -16.33 / -16.33
LUMO (alpha / beta), eV: -11.071 / -11.071
Gap between HOMO and LUMO (alpha / beta), eV: 5.26 / 5.26
Strongest force on any atom, eV/Å: 0.75
Total charge: +3

Cartesian coordinates (Å):
Ti1 1.611 0.117 0.942
C1 -2.996 -4.284 -3.242
C2 -2.707 -2.795 -3.503
C3 -3.978 -1.989 -3.246
C4 -2.275 -2.595 -4.966
C5 -1.572 -2.356 -2.596
C6 -1.684 -1.362 -1.677
C7 -0.556 -1.030 -0.874
N1 -0.451 -0.081 0.054
C8 -1.317 0.862 0.469
C9 -2.714 0.965 0.268
C10 -3.362 2.106 0.656
C11 -2.584 3.161 1.225
C12 -1.226 3.109 1.498
C13 -0.611 1.908 1.154
O1 0.678 1.649 1.380
C14 -0.463 4.251 2.176
C15 0.077 3.765 3.531
C16 0.694 4.710 1.275
C17 -1.376 5.453 2.425
C18 -4.874 2.229 0.473
C19 -5.197 2.126 -1.026
C20 -5.415 3.559 1.004
C21 -5.559 1.081 1.231
C22 0.713 -1.710 -1.069
O2 1.706 -1.278 -0.305
C23 0.851 -2.725 -2.025
C24 -0.300 -3.017 -2.727
C25 2.171 -3.459 -2.270
C26 2.634 -4.140 -0.972
C27 2.017 -4.540 -3.342
C28 3.216 -2.448 -2.761
H1 -3.801 -4.612 -3.898
H2 -2.134 -4.920 -3.447
H3 -3.311 -4.451 -2.210
H4 -4.763 -2.337 -3.916
H5 -4.345 -2.119 -2.225
H6 -3.835 -0.924 -3.446
H7 -3.087 -2.901 -5.625
H8 -2.049 -1.548 -5.173
H9 -1.403 -3.196 -5.230
H10 -2.605 -0.815 -1.584
H11 -3.279 0.140 -0.134
H12 -3.108 4.066 1.492
H13 0.775 2.934 3.423
H14 0.601 4.584 4.024
H15 -0.740 3.455 4.186
H16 1.441 3.925 1.139
H17 0.330 5.025 0.295
H18 1.192 5.565 1.734
H19 -2.196 5.212 3.103
H20 -0.794 6.247 2.892
H21 -1.790 5.856 1.498
H22 -4.707 2.919 -1.593
H23 -4.889 1.163 -1.441
H24 -6.272 2.220 -1.174
H25 -5.006 4.415 0.464
H26 -6.495 3.581 0.867
H27 -5.223 3.685 2.071
H28 -5.264 0.101 0.851
H29 -5.336 1.121 2.298
H30 -6.639 1.164 1.111
H31 -0.245 -3.805 -3.464
H32 1.896 -4.870 -0.633
H33 3.559 -4.688 -1.159
H34 2.820 -3.427 -0.169
H35 1.297 -5.308 -3.053
H36 1.724 -4.124 -4.308
H37 2.977 -5.035 -3.484
H38 3.407 -1.664 -2.027
H39 4.156 -2.962 -2.969
H40 2.895 -1.976 -3.691
C29 5.723 3.288 -0.491
C30 5.310 2.712 0.808
N2 5.858 2.925 1.961
N3 5.130 2.189 2.855
C31 4.138 1.527 2.289
S1 2.972 0.472 2.961
N4 4.233 1.847 0.987
N5 3.358 1.292 0.044
H41 6.515 4.010 -0.307
H42 4.895 3.802 -0.981
H43 6.108 2.514 -1.156
H44 5.386 2.197 3.833
H45 2.958 2.058 -0.504
H46 3.914 0.694 -0.584
Cl1 5.924 -0.414 -1.307
C32 5.866 -1.884 -0.307
Cl2 4.872 -1.631 1.139
H47 6.878 -2.119 0.002
H48 5.424 -2.676 -0.900
C33 -0.400 -2.794 1.900
P1 0.606 -1.506 2.680
C34 -0.485 -0.610 3.806
C35 1.790 -2.434 3.683
H49 -0.773 -3.457 2.683
H50 0.210 -3.379 1.210
H51 -1.250 -2.368 1.370
H52 -0.896 -1.297 4.547
H53 -1.307 -0.161 3.244
H54 0.068 0.179 4.316
H55 1.235 -3.150 4.293
H56 2.363 -1.785 4.340
H57 2.475 -2.978 3.031

Number 2 is which compound?
C5H11NO

Number 3 is which compound?
C35H57Cl2N5O2PSTi